15
Properties=species:S:1:pos:R:3 method="wB97M-V/def2-TZVPD" e_tot_ev=-9765.86100 charge=0
H 2.129 -2.110 -0.083
N 2.693 -1.251 -0.219
C 1.555 -0.610 0.004
N 0.248 -1.180 0.386
C -0.695 -0.302 -0.017
C -2.167 -0.801 -0.078
C -0.569 1.081 -0.147
C 0.582 1.748 -0.002
N 1.676 0.878 0.072
H -3.021 0.006 -0.640
H -2.015 -1.734 -0.713
H -2.330 -1.311 0.940
H -1.475 1.506 0.129
H 0.846 2.727 0.393
H 2.543 1.352 -0.027

15
Properties=species:S:1:pos:R:3 method="wB97M-V/def2-TZVPD" e_tot_ev=-9762.74267 charge=0
C 0.275 0.046 1.191
C -1.712 1.128 0.001
C 1.337 -0.702 0.845
C -3.150 2.114 -1.546
C 3.222 -2.091 0.981
N -0.653 0.606 0.465
N -2.773 1.654 -0.298
N 2.517 -0.802 1.240
H 0.943 -1.539 0.362
H -2.305 2.000 -2.463
H -3.509 3.201 -1.621
H -4.036 1.582 -1.877
H 2.489 -2.933 1.118
H 3.985 -2.103 1.681
H 3.369 -2.163 -0.080

16
Properties=species:S:1:pos:R:3 method="wB97M-V/def2-TZVPD" e_tot_ev=-11811.91595 charge=0
C 1.555 -0.835 -1.653
C 0.533 -0.785 -0.617
C -0.897 -0.628 -0.914
N -0.189 0.445 -0.341
C -0.301 0.996 0.870
C -1.231 0.694 1.927
N -1.109 1.557 2.874
O -0.239 2.546 2.346
N 0.285 2.148 1.161
H 1.335 -0.130 -2.431
H 2.554 -0.700 -1.399
H 1.679 -1.892 -2.070
H 0.682 -1.401 0.262
H -1.227 -0.629 -1.966
H -1.575 -1.253 -0.226
H -1.853 -0.132 2.174

16
Properties=species:S:1:pos:R:3 method="wB97M-V/def2-TZVPD" e_tot_ev=-11812.20554 charge=0
H 1.921 1.590 -0.303
N 2.004 0.956 -1.105
C 1.267 -0.050 -1.006
C 1.060 -1.122 0.422
O 1.274 -2.275 0.330
C 0.225 -0.259 1.283
C -0.430 0.749 0.315
N -1.602 0.381 -0.364
C -1.989 -0.778 -0.651
N -0.232 1.985 0.652
H -0.777 2.632 0.088
H 1.210 -0.727 -1.873
H 0.904 0.343 1.894
H -0.459 -0.840 1.907
H -1.390 -1.683 -0.524
H -2.986 -0.901 -1.066

16
Properties=species:S:1:pos:R:3 method="wB97M-V/def2-TZVPD" e_tot_ev=-11814.22981 charge=0
N -0.029 -1.317 -2.409
C 0.144 -1.586 -1.053
C -0.138 -0.789 -0.008
C -0.409 -1.073 1.367
N -0.506 0.040 2.057
N -0.271 1.081 1.195
C -0.155 2.362 1.570
O 0.106 3.175 0.712
C 0.053 0.645 -0.141
H 0.448 -2.072 -2.928
H 0.534 -0.524 -2.774
H 0.395 -2.691 -0.784
H -0.368 -2.050 1.839
H -0.226 2.662 2.632
H -0.618 1.242 -0.781
H 1.039 0.896 -0.495

17
Properties=species:S:1:pos:R:3 method="wB97M-V/def2-TZVPD" e_tot_ev=-13856.86916 spin_multiplicity=3 s2=2.015 charge=0
C 1.571 -1.100 -0.483
C 1.849 -0.527 0.810
C 0.274 -0.892 -0.980
C 0.901 -0.050 1.610
C -0.656 -0.036 -0.240
N -0.379 -0.043 1.154
N -2.037 -0.349 -0.487
N -0.560 1.785 -0.757
O -1.177 2.060 -1.761
O 0.070 2.562 -0.030
H 2.291 -1.755 -0.986
H 2.915 -0.609 1.162
H -0.113 -1.199 -1.859
H 1.040 0.207 2.617
H -1.230 0.049 1.681
H -2.120 -0.312 -1.447
H -2.638 0.211 -0.004

What did the sixth record say?
17
Properties=species:S:1:pos:R:3 method="wB97M-V/def2-TZVPD" e_tot_ev=-13856.86916 spin_multiplicity=3 s2=2.015 charge=0
C 1.571 -1.100 -0.483
C 1.849 -0.527 0.810
C 0.274 -0.892 -0.980
C 0.901 -0.050 1.610
C -0.656 -0.036 -0.240
N -0.379 -0.043 1.154
N -2.037 -0.349 -0.487
N -0.560 1.785 -0.757
O -1.177 2.060 -1.761
O 0.070 2.562 -0.030
H 2.291 -1.755 -0.986
H 2.915 -0.609 1.162
H -0.113 -1.199 -1.859
H 1.040 0.207 2.617
H -1.230 0.049 1.681
H -2.120 -0.312 -1.447
H -2.638 0.211 -0.004

Repeat the second record exactly.
15
Properties=species:S:1:pos:R:3 method="wB97M-V/def2-TZVPD" e_tot_ev=-9762.74267 charge=0
C 0.275 0.046 1.191
C -1.712 1.128 0.001
C 1.337 -0.702 0.845
C -3.150 2.114 -1.546
C 3.222 -2.091 0.981
N -0.653 0.606 0.465
N -2.773 1.654 -0.298
N 2.517 -0.802 1.240
H 0.943 -1.539 0.362
H -2.305 2.000 -2.463
H -3.509 3.201 -1.621
H -4.036 1.582 -1.877
H 2.489 -2.933 1.118
H 3.985 -2.103 1.681
H 3.369 -2.163 -0.080

Copy entry 3 word for word.
16
Properties=species:S:1:pos:R:3 method="wB97M-V/def2-TZVPD" e_tot_ev=-11811.91595 charge=0
C 1.555 -0.835 -1.653
C 0.533 -0.785 -0.617
C -0.897 -0.628 -0.914
N -0.189 0.445 -0.341
C -0.301 0.996 0.870
C -1.231 0.694 1.927
N -1.109 1.557 2.874
O -0.239 2.546 2.346
N 0.285 2.148 1.161
H 1.335 -0.130 -2.431
H 2.554 -0.700 -1.399
H 1.679 -1.892 -2.070
H 0.682 -1.401 0.262
H -1.227 -0.629 -1.966
H -1.575 -1.253 -0.226
H -1.853 -0.132 2.174